Record 1
The following is a DFT calculation (ωB97M-V/def2-TZVPD) of a molecular structure, C6H12O.

frontier orbital gap	8.7	eV
HOMO level	-7.867	eV
ΔE to the lowest compared entry with this formula, charge and spin	503.89	kJ/mol

```
! wB97M-V def2-TZVPD RIJCOSX def2/J DEFGRID3
* xyz 0 1
C 2.232 -0.359 1.067
C 1.247 -0.505 -0.950
C 0.219 0.532 -0.948
C -1.013 -0.097 -1.632
C -1.164 0.504 -0.286
C -1.452 -0.337 0.936
O -1.871 1.719 -0.333
H 3.238 -0.661 1.369
H 1.513 -1.107 1.395
H 1.968 0.631 1.440
H 0.831 -1.430 -0.528
H 2.345 -0.306 -0.131
H 0.490 1.517 -1.331
H -1.007 -1.183 -1.728
H -1.422 0.441 -2.481
H -2.518 -0.594 0.969
H -1.199 0.212 1.855
H -0.870 -1.265 0.929
H -1.565 2.288 0.388
*
```

Record 2
The following is a DFT calculation (ωB97M-V/def2-TZVPD) of a single C22H23BrN2O4 molecule.

SMILES	O=C(NCc1ccc(C(=O)N2CCC3(CC2)OCCO3)cc1)c1cccc(Br)c1
frontier orbital gap	9.6	eV
HOMO level	-9.112	eV
ΔE to the lowest compared entry with this formula, charge and spin	125.37	kJ/mol

```
! wB97M-V def2-TZVPD RIJCOSX def2/J DEFGRID3
* xyz 0 1
O 4.825 0.060 1.220
C 4.072 -0.834 1.549
N 3.050 -0.663 2.417
H 2.457 -1.442 2.652
C 2.687 0.636 2.949
C 1.350 1.078 2.415
C 0.256 1.237 3.255
C -0.971 1.625 2.744
C -1.120 1.839 1.381
C -0.026 1.687 0.536
C 1.198 1.307 1.052
H 2.052 1.193 0.400
H -0.146 1.881 -0.520
C -2.416 2.326 0.809
O -2.712 3.505 0.808
N -3.244 1.367 0.324
C -2.904 -0.029 0.215
H -2.166 -0.288 0.975
C -2.365 -0.347 -1.189
H -2.643 -1.353 -1.501
H -1.280 -0.259 -1.215
C -2.935 0.642 -2.216
O -2.090 1.767 -2.297
C -2.205 2.284 -3.602
H -2.937 3.100 -3.634
H -1.227 2.667 -3.898
C -2.666 1.077 -4.447
H -1.893 0.725 -5.135
H -3.579 1.299 -5.010
O -2.906 0.053 -3.502
C -4.376 1.029 -1.825
H -4.955 0.105 -1.780
H -4.812 1.660 -2.599
C -4.383 1.764 -0.479
H -4.301 2.845 -0.617
H -5.312 1.551 0.063
H -3.816 -0.604 0.407
H -1.816 1.761 3.403
H 0.366 1.069 4.317
H 2.671 0.591 4.043
H 3.475 1.324 2.628
C 4.225 -2.235 1.042
C 3.135 -3.038 0.722
C 3.336 -4.315 0.226
C 4.618 -4.807 0.052
C 5.697 -3.995 0.362
C 5.516 -2.713 0.845
H 6.355 -2.073 1.070
Br 7.463 -4.661 0.116
H 4.779 -5.804 -0.328
H 2.490 -4.934 -0.029
H 2.128 -2.660 0.829
*
```

Record 3
The following is a DFT calculation (ωB97M-V/def2-TZVPD) of a single C4H10N2S2 molecule in a non-equilibrium geometry.

SMILES	CS/C=N/SCCN
frontier orbital gap	8.8	eV
HOMO level	-7.987	eV
ΔE to the lowest compared entry with this formula, charge and spin	167.27	kJ/mol

```
! wB97M-V def2-TZVPD RIJCOSX def2/J DEFGRID3
* xyz 0 1
C 4.522 -0.238 0.145
C 1.954 -0.300 -0.275
C -1.840 -0.081 0.475
C -3.204 -0.063 -0.204
H 4.340 -0.963 0.926
H 5.416 0.251 0.334
H 4.782 -0.789 -0.849
H 2.271 -1.309 -0.652
H -1.366 0.914 0.424
H -1.915 -0.299 1.527
H -3.782 -0.905 0.187
H -3.051 -0.404 -1.260
H -3.935 1.601 0.711
H -3.568 1.804 -0.860
N 0.712 -0.100 -0.042
N -3.989 1.098 -0.211
S 3.196 0.924 -0.179
S -0.542 -1.141 -0.196
*
```

Record 4
The following is a DFT calculation (ωB97M-V/def2-TZVPD) of a molecular structure, C26H38Br2F4I2N8O5 in a non-equilibrium geometry.

frontier orbital gap	6.4	eV
HOMO level	-8.401	eV

```
! wB97M-V def2-TZVPD RIJCOSX def2/J DEFGRID3
* xyz 0 1
C 2.694 3.850 0.576
C 4.169 3.388 0.014
O 4.199 2.037 -0.584
C 3.191 1.950 -1.659
C 3.454 0.740 -2.744
C 2.513 0.938 -4.071
C 0.880 0.971 -3.733
C 0.313 -0.585 -3.939
C -0.725 -1.014 -2.700
C -2.333 -0.541 -2.668
C -2.932 0.327 -3.918
Br -4.478 -0.586 -4.891
C -3.198 1.923 -3.612
C -2.677 2.403 -2.129
Br -2.172 3.065 -4.956
C -3.281 -0.982 -1.359
C -4.837 -0.580 -1.133
F -5.407 0.490 -1.968
F -5.161 -0.097 0.267
C -5.740 -1.945 -1.485
F -4.916 -3.082 -1.967
F -6.669 -2.310 -0.360
C -2.579 -1.936 -0.176
C -3.435 -2.514 1.142
I -4.458 -4.482 1.153
C -3.544 -1.739 2.441
C -2.800 -0.275 2.568
I -4.664 -2.593 4.171
C -0.974 -2.406 -0.227
N -0.495 -3.263 0.921
C 0.963 -3.565 0.775
O 1.598 -4.380 1.854
C 1.905 -3.053 -0.435
N 1.429 -2.242 -1.598
C -0.039 -1.923 -1.472
H 2.066 2.851 0.742
H 2.144 4.423 -0.298
H 2.718 4.435 1.592
H 4.563 4.145 -0.816
H 4.895 3.367 0.957
H 2.155 1.688 -1.128
H 3.122 2.957 -2.278
H 4.581 0.844 -3.117
H 3.375 -0.309 -2.229
H 2.812 1.942 -4.624
H 2.780 0.068 -4.838
H 0.639 1.410 -2.671
H 0.400 1.599 -4.616
H -0.217 -0.661 -5.006
H 1.255 -1.270 -4.019
H -2.120 0.360 -4.795
H -4.332 2.228 -3.694
H -1.535 2.145 -1.987
H -3.262 1.831 -1.277
H -2.914 3.556 -1.996
H -6.465 -1.670 -2.392
H -2.460 -0.101 3.699
H -1.820 -0.228 1.920
H -3.588 0.545 2.291
H 1.607 -5.350 1.596
H 3.058 -3.339 -0.403
C 5.581 7.078 -1.694
O 4.517 6.576 -1.366
N 6.509 7.464 -0.801
N 5.920 7.289 -2.979
H 7.390 7.879 -1.052
H 6.294 7.322 0.177
H 5.249 7.013 -3.684
H 6.790 7.701 -3.269
C 4.995 -2.632 3.425
O 6.092 -2.142 3.645
N 4.498 -3.654 4.145
N 4.187 -2.195 2.443
H 3.598 -4.072 3.978
H 5.075 -4.014 4.894
H 4.523 -1.427 1.878
H 3.281 -2.586 2.246
C -5.922 -4.442 7.894
O -5.811 -3.405 7.261
N -5.654 -5.650 7.366
N -6.322 -4.471 9.178
H -5.739 -6.515 7.872
H -5.350 -5.673 6.401
H -6.534 -3.583 9.615
H -6.419 -5.315 9.717
*
```

Record 5
The following is a DFT calculation (ωB97M-V/def2-TZVPD) of 2 unconnected molecules or ions with the total composition C2H4N2OS in a non-equilibrium geometry.

frontier orbital gap	8.5	eV
HOMO level	-8.513	eV
ΔE to the lowest compared entry with this formula, charge and spin	755.62	kJ/mol

```
! wB97M-V def2-TZVPD RIJCOSX def2/J DEFGRID3
* xyz 0 1
C -0.780 -0.985 0.915
C 1.881 1.828 -0.242
H -2.375 -1.723 -1.807
H -1.257 -1.553 1.865
H 1.632 2.568 -0.942
H 2.633 2.001 0.600
N -1.212 -1.098 -0.428
N 0.920 0.941 -0.379
O -2.500 -1.680 -0.447
S 1.057 -0.298 0.867
*
```

Record 6
The following is a DFT calculation (ωB97M-V/def2-TZVPD) of a molecular structure, C3H6I2In in a non-equilibrium geometry.

frontier orbital gap	7.5	eV
HOMO level	-4.974	eV

```
! wB97M-V def2-TZVPD RIJCOSX def2/J DEFGRID3
* xyz -1 1
C 1.520 -1.097 0.115
C 1.191 0.531 0.290
I 2.643 1.878 1.317
C -0.096 1.107 -0.271
In -1.678 -0.191 -1.331
I -0.489 3.276 -0.042
H 2.683 -1.211 -0.131
H 0.969 -1.559 -0.837
H 1.233 -1.715 1.082
H -2.626 0.772 -2.530
H -0.872 -1.637 -2.104
H -2.837 -0.897 -0.117
*
```

Record 7
The following is a DFT calculation (ωB97M-V/def2-TZVPD) of a gas-phase ion, C7H11N2 (charge +1) in a non-equilibrium geometry.

frontier orbital gap	8.0	eV
HOMO level	-13.838	eV
ΔE to the lowest compared entry with this formula, charge and spin	712.57	kJ/mol

```
! wB97M-V def2-TZVPD RIJCOSX def2/J DEFGRID3
* xyz 1 1
C 1.223 -0.268 0.445
C 0.075 -0.522 0.050
C -0.964 -1.686 0.031
C 3.777 -0.291 -0.313
C 2.536 0.098 0.587
C -3.467 0.745 -0.460
C -2.065 0.655 0.357
N -1.190 -0.320 -0.326
N 2.976 0.815 -0.662
H -1.117 -2.426 -0.763
H -1.353 -2.048 0.968
H 4.727 -0.014 0.134
H 3.755 -1.134 -1.093
H 3.012 0.436 1.543
H -3.554 1.736 -0.911
H -3.373 -0.023 -1.277
H -4.375 0.407 0.175
H -1.572 1.680 0.334
H -2.337 0.405 1.458
H 3.284 1.756 -0.274
*
```